15
Properties=species:S:1:pos:R:3:forces:R:3:lowdin_spin:R:1 method="wB97M-V/def2-TZVPD" e_tot_ev=-39882.20547 e_lumo_ev="-8.787 / -10.741" total_charge=+2 spin_multiplicity=3 fmax_ev_per_a=5.158
H -1.5417 -1.8884 -3.0869 0.103 0.262 0.276 0.00
C 0.2736 -1.1688 -2.2877 2.795 0.634 0.345 0.49
C -1.0350 -1.4740 -2.2008 -4.864 -1.229 1.197 0.19
O -1.8013 -1.3916 -1.1274 2.555 0.197 -2.270 0.28
Yb -1.9981 -0.4317 0.8192 -0.623 -0.349 0.376 0.02
H 0.8600 -0.9314 -1.3928 -0.120 0.041 -0.379 0.03
H 0.7749 -1.2118 -3.2552 -0.081 0.016 0.281 0.02
O -0.7804 1.0512 2.0149 -0.733 -0.020 -0.058 0.00
C 0.4789 1.4942 1.4495 0.804 0.106 0.560 0.13
C 1.3790 0.3206 1.3832 0.159 0.015 -0.744 0.72
H -1.1467 1.6776 2.6497 0.245 0.236 0.165 0.00
H 0.8894 2.2752 2.1108 -0.064 -0.113 -0.362 0.02
H 0.2932 1.9261 0.4582 0.010 0.202 0.098 0.03
H 0.9770 -0.6830 1.5162 0.212 0.095 0.205 0.05
H 2.3773 0.4358 0.9490 -0.397 -0.093 0.311 0.03